Here is C38H26Cl3HfN5O5S2 as an isolated structure in a non-equilibrium geometry from the Open Molecules 2025 dataset. Energies are from the ωB97M-V functional and the def2-TZVPD basis.

LUMO energy: -0.53 eV
Total charge: 0
ΔE to the lowest compared entry with this formula, charge and spin: 0.931 eV
Kohn-Sham gap: 7.5854 eV

```
80
C38H26Cl3HfN5O5S2 (the ωB97M-V functional and the def2-TZVPD basis)
Hf -0.3659 -0.0762 1.1565
Cl 4.7688 -5.4834 2.0935
C 3.3660 -4.4014 2.1728
C 2.1048 -4.9665 1.9028
C 1.0372 -4.1927 1.7258
C 1.0690 -2.7795 1.8647
O -0.0131 -2.0886 1.7610
C 2.3307 -2.2007 2.1720
C 2.4812 -0.8011 2.2866
O 1.6830 0.0793 1.9542
C 3.4744 -3.0386 2.3325
H 1.9692 -6.0420 1.7029
H 0.1319 -4.5787 1.2700
H 3.4958 -0.4671 2.6060
H 4.4672 -2.6111 2.5103
Cl -1.3808 4.7065 2.0899
C -1.5638 3.4579 3.3270
C -2.0479 3.8218 4.5860
C -2.3051 2.8440 5.5152
Cl -2.9604 3.3245 7.0642
C -2.0245 1.5461 5.2495
C -2.1265 0.4428 6.1187
C -1.8165 -0.7778 5.6707
C -1.3725 -1.0306 4.3611
N -1.1911 -0.0791 3.4932
C -1.4737 1.2500 4.0104
C -1.2066 2.1729 2.9578
O -0.5930 1.8542 1.8712
H -2.2271 4.8617 4.8669
H -2.5253 0.4626 7.1297
H -1.7354 -1.6802 6.3038
H -1.0855 -2.0271 4.0301
N 0.5708 0.7727 -0.4537
C 1.5342 1.2967 -1.1140
C 1.2882 2.5045 -1.9129
C 1.7528 2.6302 -3.2177
C 1.4242 3.7091 -3.9241
C 0.5691 4.6422 -3.4146
C 0.0937 4.6197 -2.0903
C 0.5403 3.5494 -1.3544
C 2.9406 0.7448 -1.2482
C 4.0189 1.5660 -1.2251
C 5.2932 1.0408 -1.0216
C 5.4794 -0.3145 -0.9617
C 4.3716 -1.1808 -1.0981
C 3.1090 -0.6765 -1.1958
H 2.4493 1.8461 -3.5219
H 1.7898 3.7921 -4.9261
H 0.3098 5.3987 -4.1526
H -0.6020 5.4045 -1.7363
H 0.2525 3.3535 -0.2947
H 3.8873 2.6464 -1.3284
H 6.1610 1.7221 -0.8354
H 6.4610 -0.6988 -0.7652
H 4.6357 -2.2829 -1.1162
H 2.2824 -1.3692 -1.2388
N -4.6257 0.9900 -5.5654
C -4.1645 0.5633 -4.2829
C -2.8745 0.8185 -3.8424
C -2.4218 0.3148 -2.6243
C -3.3116 -0.2436 -1.7524
C -4.6359 -0.3995 -2.1284
C -5.0763 0.0237 -3.3539
S -2.7262 -1.0406 -0.3261
O -2.6159 -0.0719 0.8323
O -3.6004 -2.1493 -0.1454
N -1.2069 -1.3857 -0.5368
C -0.7873 -2.4824 -1.3083
S -1.8365 -3.2043 -2.5155
C -0.4954 -4.2077 -3.0441
C 0.5491 -3.9696 -2.2509
N 0.3925 -2.9540 -1.3268
H -3.9690 0.6373 -6.3366
H -5.5753 0.8543 -5.7703
H -2.2239 1.4003 -4.4761
H -1.3862 0.4612 -2.3163
H -5.2296 -0.8491 -1.3297
H -6.2079 -0.0272 -3.5322
H -0.5077 -4.9192 -3.8410
H 1.5598 -4.3780 -2.2358
```